P) C10H20BiO6Se4 | ωB97M-V/def2-TZVPD

Geometry (Å):
C 1.07 2.73 0.71
H 1.90 1.73 2.40
H 3.54 -2.16 0.74
C 2.82 -1.45 0.32
C -2.20 -1.20 0.68
H -2.77 -0.95 -1.36
Se -1.37 -1.32 -5.51
H 2.12 -0.94 2.33
C 1.00 -3.00 0.62
C 2.45 -0.45 1.40
H 0.65 -3.82 -0.01
H -2.97 -1.91 1.02
H -1.20 3.82 0.30
Se -0.11 1.76 -4.22
Se -0.37 -2.30 -3.65
H 0.18 1.39 2.18
Bi 0.77 -0.04 -2.21
H -0.74 -3.10 1.87
C 1.13 1.53 1.65
H -1.74 1.52 1.18
O 2.69 0.08 -2.43
C -0.22 -2.35 1.25
H -3.78 -0.04 -0.20
O 1.43 0.38 0.90
H -1.39 3.18 -1.36
H 0.07 -1.51 1.90
H 3.26 -0.92 -0.53
H 1.65 -3.41 1.40
H 2.08 2.90 0.32
H 3.34 0.14 1.64
Se -2.14 0.69 -4.60
O -1.06 -1.88 0.22
C -1.10 2.93 -0.34
C -2.76 -0.35 -0.44
H 0.77 3.62 1.27
O 0.26 2.55 -0.42
H -1.94 -0.57 1.55
O 1.71 -2.13 -0.23
C -2.02 1.83 0.17
H -3.04 2.24 0.22
O -1.96 0.77 -0.75

The total charge is -1. As for the spin multiplicity: 1. Its LUMO energy is 2.54 eV.

Q) C10H20BiO6Se4 | ωB97M-V/def2-TZVPD

Geometry (Å):
H -2.57 -3.13 0.84
O -1.27 -1.66 1.58
H -2.63 1.18 2.74
H -0.59 3.75 -0.68
H 1.01 2.04 -2.83
H -1.76 -3.41 -1.37
O -1.71 0.02 -1.10
H -1.12 0.40 3.29
Se 1.93 1.55 2.28
C -1.79 0.55 2.44
H 0.62 -2.32 -3.12
H -0.14 -0.86 -2.44
H 2.35 -0.76 -3.07
C -0.85 2.71 -0.46
Bi 0.06 -0.44 0.07
O 0.15 -2.47 -1.13
C -1.53 -2.85 0.69
H -1.79 2.44 -0.94
C 1.27 2.17 -1.77
C -1.02 2.56 1.06
C 2.47 1.30 -1.41
H 2.91 1.65 -0.48
H -1.97 3.03 1.32
C 0.58 -1.67 -2.25
O 0.12 1.83 -1.02
C -2.35 -0.77 1.92
Se 3.74 -1.73 3.11
H 1.56 3.22 -1.63
Se 3.49 0.61 3.71
H -1.93 -0.92 -1.04
H -2.98 -0.60 1.05
Se 2.03 -2.41 1.70
H -2.93 -1.23 2.73
C 2.02 -1.13 -2.09
O -1.04 1.18 1.41
O 2.26 -0.09 -1.12
H 2.65 -1.96 -1.77
H -0.87 -3.60 1.13
H 3.20 1.39 -2.23
H -0.21 3.03 1.62
C -1.36 -2.59 -0.77

The total charge is -1. As for the spin multiplicity: 1. Its LUMO energy is 2.68 eV.

P) (4.628 eV below the next structure)

P) C3H10S3 | ωB97M-V/def2-TZVPD

Geometry (Å):
H -2.43 -1.89 -0.34
S 2.05 0.00 -1.43
H 1.53 -1.35 0.67
H -1.64 -0.74 2.02
H -1.46 -1.42 -1.73
H -0.22 -0.04 1.59
S -1.88 0.31 -0.20
S 2.75 -0.83 0.38
H 0.96 1.69 -0.07
H 1.09 2.21 -1.83
H -1.44 1.10 2.07
C 1.54 1.68 -0.99
H 2.45 2.28 -0.81
H -0.52 -1.70 -0.21
C -1.30 0.18 1.52
C -1.48 -1.47 -0.64

As for the spin multiplicity: 1. The SMILES is CSC.CSS. Its LUMO energy is 0.43 eV.

Q) C3H10S3 | ωB97M-V/def2-TZVPD

Geometry (Å):
H 3.64 0.52 -2.42
H -2.62 1.87 2.82
C -1.78 1.85 2.13
H 2.68 -0.57 -3.56
H 1.49 -0.42 0.97
C -2.30 -0.81 1.85
H -0.77 1.73 2.52
H -2.92 -0.56 2.70
H -2.80 -1.53 1.18
S 1.50 -1.27 -0.10
H -1.31 -1.23 2.01
C 2.92 -0.28 -2.53
S 1.32 0.07 -1.66
H -1.71 2.82 1.64
S -2.32 0.72 0.86
H 3.29 -1.24 -2.17

As for the spin multiplicity: 1. The SMILES is CSC.CSS. Its LUMO energy is 0.54 eV.

Q) (0.079 eV below the next structure)

P) C3H2ClNO2S | ωB97M-V/def2-TZVPD

Geometry (Å):
O -0.24 1.60 1.38
N 1.23 -0.88 -0.13
C 0.15 0.62 0.87
Cl -2.03 -1.26 0.44
C 1.14 -0.54 1.11
H 1.31 0.78 -1.87
O -2.02 0.84 -1.71
H 1.60 -0.80 2.02
C 0.23 0.05 -0.60
S -1.37 -0.42 -1.49

As for the spin multiplicity: 1. Its LUMO energy (spin up / spin down) is -1.08 / -1.08 eV.

Q) C3H2ClNO2S | ωB97M-V/def2-TZVPD

Geometry (Å):
C -0.02 1.00 0.61
C -0.37 -0.30 0.83
O -0.06 -0.24 -1.35
N -0.60 -1.04 -0.37
O 0.12 -2.19 -0.39
Cl -0.93 -1.08 2.10
C 0.49 1.00 -0.75
H -0.29 -2.80 -0.94
S 1.18 2.25 -1.48
H 0.28 1.77 1.35

As for the spin multiplicity: 1. The SMILES is On1oc(=S)cc1Cl. Its LUMO energy is -0.60 eV.

Q) (1.417 eV below the next structure)

P) C2H3N2O | ωB97M-V/def2-TZVPD

Geometry (Å):
N -0.61 -0.92 0.11
C 1.22 0.63 -0.07
C -0.25 0.42 -0.15
H -1.54 -0.92 0.71
H -0.37 0.89 -1.12
N 2.34 0.71 0.03
O 0.13 -1.81 -0.15
H -0.91 1.00 0.64

The total charge is +1. As for the spin multiplicity: 1. The SMILES is N#CC[NH+]=O. Its LUMO energy is -9.09 eV.

Q) C2H3N2O | ωB97M-V/def2-TZVPD

Geometry (Å):
H 1.78 -0.11 -0.89
N -1.13 0.11 0.42
C -1.26 0.84 -0.59
H 0.40 -1.07 2.21
O -0.16 0.76 -1.35
C 0.66 -0.03 -0.73
H -2.26 1.36 -0.92
N 0.05 -0.39 0.44

The total charge is +1. As for the spin multiplicity: 1. Its LUMO energy (spin up / spin down) is -8.23 / -8.81 eV.

P) (0.585 eV below the next structure)

P) CH6N2O | ωB97M-V/def2-TZVPD

Geometry (Å):
H -2.04 1.51 -0.85
H 0.76 1.05 -0.49
N -1.06 1.70 -1.09
H 2.37 -1.80 -0.15
H 1.12 -2.66 -0.31
C -0.31 1.05 -0.30
H 0.01 -0.09 1.37
N -0.65 0.52 0.92
O 1.42 -1.75 -0.31
H -1.60 0.47 1.22

As for the spin multiplicity: 1. The SMILES is [H]/N=C\N.O. Its LUMO energy is 0.59 eV.

Q) CH6N2O | ωB97M-V/def2-TZVPD

Geometry (Å):
N -0.24 0.21 0.71
H 0.51 1.93 -0.27
H 0.32 2.15 1.50
H 0.80 -2.11 -1.16
H 0.67 -0.18 0.91
H -0.79 -0.06 1.51
O -0.31 -3.35 -2.30
N 0.24 -2.36 -1.94
H -1.11 2.11 0.44
C -0.11 1.66 0.61

As for the spin multiplicity: 1. The SMILES is N=O.CN. Its LUMO energy is 0.02 eV.

R) CH6N2O | ωB97M-V/def2-TZVPD

Geometry (Å):
H -2.50 -0.24 -0.43
N 2.27 -0.01 0.68
H 3.27 -0.23 0.50
H -0.57 0.64 -1.31
H -1.90 1.25 0.48
N 1.54 -0.79 0.08
H 0.13 0.47 -1.65
O -0.99 -0.52 0.90
H 0.49 -0.75 0.52
C -1.73 0.19 0.23

As for the spin multiplicity: 1. Its LUMO energy is -0.18 eV.

P) (3.687 eV below the next structure)

P) CH6NOP | ωB97M-V/def2-TZVPD

Geometry (Å):
H -1.10 1.41 -1.30
P -0.23 -0.72 -0.48
C -0.52 1.05 -0.42
H -1.10 1.07 0.48
O -1.41 -1.60 -0.71
H 1.06 0.22 1.26
H 1.24 -1.46 1.60
H 0.40 1.62 -0.43
H 1.05 -0.82 -1.24
N 0.62 -0.76 1.25

As for the spin multiplicity: 1. The SMILES is C[P@@H](N)=O. Its LUMO energy is 0.90 eV.

Q) CH6NOP | ωB97M-V/def2-TZVPD

Geometry (Å):
H -0.34 1.11 -1.17
H -1.07 -0.27 1.80
H -1.11 -2.14 0.09
N -0.68 -0.44 0.88
P 0.93 0.40 0.65
O -1.15 -1.87 0.96
H 1.68 1.26 -1.45
H 0.79 -0.35 -1.73
C 0.68 0.67 -1.18
H 0.28 1.63 1.15

As for the spin multiplicity: 1. The SMILES is CPNO. Its LUMO energy is 0.86 eV.

P) (3.465 eV below the next structure)

P) C2H6N3O | ωB97M-V/def2-TZVPD

Geometry (Å):
H -1.25 -1.45 0.51
H 2.24 -1.65 -0.58
O 3.18 0.21 -0.10
C -0.50 0.57 0.30
H -0.73 0.67 1.40
N -0.58 -0.86 -0.10
H -1.10 -0.78 -0.92
N 2.19 -0.93 0.29
H 1.03 2.09 -0.24
N 0.87 1.07 -0.05
H -1.22 1.15 -0.33
C 1.88 0.30 -0.05

The total charge is +1. As for the spin multiplicity: 1. The SMILES is NCNC1=[NH+]O1. Its LUMO energy is -4.02 eV.

Q) C2H6N3O | ωB97M-V/def2-TZVPD

Geometry (Å):
H -0.62 1.96 0.35
H 2.90 -1.34 0.72
O -1.65 0.10 0.18
H 0.78 2.72 -0.38
H 2.26 -1.89 -0.78
N 0.35 1.91 0.05
N 1.53 -0.20 -0.14
H -2.44 -1.68 -0.36
N 2.15 -1.32 0.04
C 0.91 0.77 0.04
H -3.60 -0.36 0.26
C -2.57 -0.65 0.02

The total charge is +1. As for the spin multiplicity: 1. Its LUMO energy is -3.20 eV.

Q) (1.407 eV below the next structure)

P) C4H11NS2 | ωB97M-V/def2-TZVPD

Geometry (Å):
S -2.16 -0.35 -0.77
H -2.92 -2.80 -0.09
C 1.21 0.17 -1.01
H 1.26 -1.59 0.13
H 2.05 2.15 -1.38
N 0.98 -0.62 0.19
S -1.80 -2.36 -0.71
H 0.31 0.06 -1.65
H 0.45 2.11 -0.41
H 1.94 1.70 0.28
C -1.38 0.26 0.76
C -0.04 -0.45 1.19
H 0.40 -0.02 2.10
H -0.48 -1.39 1.50
H -2.13 0.23 1.56
H -1.15 1.32 0.62
H 2.07 -0.07 -1.63
C 1.39 1.65 -0.67

As for the spin multiplicity: 1. The SMILES is CCNCCSS. Its LUMO energy is 0.50 eV.

Q) C4H11NS2 | ωB97M-V/def2-TZVPD

Geometry (Å):
N 3.12 1.11 0.17
H 3.14 0.21 -1.67
H 2.58 1.80 0.67
H 2.44 -1.21 0.02
C -2.66 -0.35 -0.04
S -1.13 0.40 -0.69
H -2.76 -1.39 -0.50
S 0.28 -0.43 0.61
H 1.65 1.22 -1.43
H 3.88 1.60 -0.29
C 2.37 0.54 -0.95
H -3.55 0.27 -0.21
H 1.44 -1.46 -1.30
H -2.54 0.31 2.18
C -2.75 -0.55 1.46
H -3.75 -0.84 1.80
C 1.61 -0.73 -0.51
H -2.02 -1.31 1.78

As for the spin multiplicity: 1. The SMILES is CCSSCCN. Its LUMO energy is 0.75 eV.

Q) (0.303 eV below the next structure)

P) C11H16N3 | ωB97M-V/def2-TZVPD

Geometry (Å):
H 0.62 2.51 -0.30
C -1.15 -0.51 1.94
H 2.29 -0.87 0.40
C 0.03 0.65 -0.19
H 2.99 -0.17 -1.05
H 1.93 -2.98 -2.31
N 0.51 3.89 1.61
C 0.94 -2.52 -2.07
C -0.13 -0.66 -0.93
H -1.84 -0.36 2.76
C -0.87 0.70 1.12
H 1.16 3.54 2.40
C -1.35 -1.19 -1.21
C 2.35 -1.05 -0.67
H -1.63 -1.26 1.27
C 0.98 -1.42 -1.23
H 0.27 4.84 1.51
C -1.41 -2.36 -2.04
H 2.94 -2.03 -0.75
H -2.35 -2.73 -2.25
H -0.49 -3.73 -3.33
H 0.39 1.66 2.53
C -0.33 -2.97 -2.51
N 0.65 1.59 -0.73
C -0.41 2.99 1.32
H -2.34 -0.64 -0.96
H -1.18 3.20 0.63
N -0.44 1.79 1.93
H -0.32 -1.03 2.48
H -1.79 1.10 0.65

The total charge is +1. As for the spin multiplicity: 1. The SMILES is [H]/N=C(/c1ccccc1C)[C@@H](C)/[NH+]=C/N. Its LUMO energy is -3.99 eV.

Q) C11H16N3 | ωB97M-V/def2-TZVPD

Geometry (Å):
N 1.68 1.18 -2.33
C 1.72 0.13 -1.75
C -0.82 1.66 1.39
C 1.70 -1.02 -1.05
H -1.46 -2.26 -0.79
H 0.65 -3.99 -0.25
H -3.55 -0.71 0.26
H 0.51 -3.83 -1.98
H 0.18 2.52 -0.42
C -1.30 -0.40 -0.05
C -2.82 -0.07 -0.24
H -0.32 0.51 3.12
H -2.92 -0.22 -1.32
H 1.64 1.26 -3.34
N 4.00 -1.88 -0.07
H -2.00 1.75 1.44
C 0.96 -3.38 -1.19
C -0.18 2.91 0.57
C -0.09 1.58 2.76
H -0.82 3.83 0.53
H -2.99 1.00 -0.05
C 0.61 -1.92 -0.91
H 2.02 -3.60 -1.27
C 3.04 -1.48 -0.59
H -0.45 2.27 3.48
H 0.79 3.18 0.92
H 0.44 0.33 0.64
C -0.72 -1.54 -0.74
N -0.51 0.39 0.64
H 1.00 1.79 2.60

The total charge is +1. As for the spin multiplicity: 1. The SMILES is C/C(=C/C(C)=C(/C#N)C#[NH+])NC(C)C. Its LUMO energy is -4.79 eV.

P) (1.838 eV below the next structure)

P) C20H28N4O3S | ωB97M-V/def2-TZVPD

Geometry (Å):
S 3.60 1.64 -0.60
H 4.91 -3.46 -1.57
H -7.87 -0.33 -1.49
H -4.12 -1.85 -2.19
C -7.44 0.06 -0.59
H 5.09 -2.63 0.84
C -4.68 -1.56 -1.29
N -2.49 -1.30 -0.19
C 1.20 0.52 -1.33
N 4.60 0.38 -0.22
C 1.35 1.29 0.95
C 3.73 -1.89 -0.66
H -4.96 1.00 1.20
C 4.65 -0.75 -1.11
O 3.74 1.86 -2.01
C 3.92 -1.04 1.70
H 5.87 -0.22 1.29
H -5.46 0.12 -2.40
N -6.10 0.25 -0.44
H -0.66 -0.35 -1.91
H 4.15 -0.50 3.78
H 2.87 -0.70 1.65
H 2.69 -1.55 -0.71
H 5.29 -1.72 3.22
H -4.21 0.55 -1.21
C -0.09 0.08 -1.09
C 4.82 0.08 1.18
H -3.75 -2.92 0.11
C 1.91 1.11 -0.30
O 3.90 2.71 0.31
H -4.27 -1.38 0.83
H 3.23 -3.90 -1.29
C -7.18 0.85 1.36
H -0.41 0.98 2.15
C 3.89 -3.09 -1.59
H 3.65 -2.82 -2.62
C 0.06 0.85 1.18
C 4.26 -1.38 3.14
H -1.87 -1.75 -0.85
H 3.40 -3.06 1.13
C -2.06 -0.21 0.49
H 4.38 -0.38 -2.10
H -7.46 1.20 2.33
C 4.06 -2.26 0.78
N -8.11 0.41 0.47
C -5.93 0.76 0.82
H 1.93 1.79 1.72
H 1.65 0.45 -2.30
H 5.68 -1.11 -1.15
C -5.08 -0.08 -1.39
H -5.58 -2.17 -1.24
C -3.82 -1.84 -0.05
O -2.74 0.36 1.31
H 3.61 -2.16 3.52
C -0.66 0.22 0.17
H 4.67 1.01 1.72

As for the spin multiplicity: 1. The SMILES is C[C@@H]1C[C@H](C)CN(S(=O)(=O)c2ccc(C(=O)NCCCn3ccnc3)cc2)C1. Its LUMO energy is -0.11 eV.

Q) C20H28N4O3S | ωB97M-V/def2-TZVPD

Geometry (Å):
C -1.14 2.56 -2.40
N -0.18 -1.92 -0.09
H -3.32 1.02 -1.51
O 1.70 -2.16 3.09
C -0.90 1.69 -0.03
C 0.20 -0.72 4.28
C 0.34 2.73 -2.79
H -1.23 -2.69 1.53
H -2.34 3.09 -0.67
C -0.77 -4.25 0.09
H 0.51 2.33 -3.78
N -1.36 4.16 2.38
C 0.49 -3.57 -1.73
N -1.56 1.20 -2.73
H -1.18 -0.78 -2.23
H -0.89 -5.09 0.77
H -0.71 3.73 -0.62
O 0.23 -4.61 -0.82
H 4.63 0.18 3.93
C -1.30 2.85 -0.90
H 1.81 -2.49 -0.42
C -0.41 -2.98 0.87
C -0.59 0.76 2.16
H 3.42 0.86 1.84
H -3.17 -0.10 -2.88
O 2.09 0.05 3.11
H 0.51 -0.67 5.33
H -2.98 3.63 -2.88
C -1.95 3.58 -3.21
H 1.10 -1.49 -1.71
H 1.00 2.24 -2.08
H -1.72 -4.08 -0.45
C -0.63 0.43 -0.56
H -0.56 -1.50 4.17
C -0.35 -0.62 0.34
H 0.24 0.22 -2.52
C 1.39 -1.04 3.41
H -3.56 1.59 -3.18
C -0.75 0.21 -2.05
C -1.14 3.13 1.93
S -0.52 0.90 3.91
C 0.89 -2.29 -1.00
H 5.33 -0.60 2.50
H 0.60 3.79 -2.80
C 3.25 -0.12 2.30
H -0.41 -3.37 -2.34
H 3.04 -0.86 1.53
H 4.27 -1.52 3.57
H -1.52 4.57 -3.09
H 0.48 -3.16 1.49
C -2.98 0.93 -2.55
N -0.35 -0.43 1.66
H -1.92 3.31 -4.26
C -0.88 1.87 1.36
H 1.30 -3.92 -2.37
C 4.45 -0.54 3.13

As for the spin multiplicity: 1. The SMILES is CCOC(=O)CSc1nc(N2CCOCC2)c2c(c1C#N)CC(C)(C)N(C)C2. Its LUMO energy is 0.39 eV.

P) (0.638 eV below the next structure)

P) H4N3OPS | ωB97M-V/def2-TZVPD

Geometry (Å):
H -1.19 -1.71 -0.50
H -0.45 2.05 0.74
P 0.11 0.17 -0.29
N -1.09 -0.81 -0.89
O 0.84 1.00 -1.75
S 0.54 0.36 2.22
H 1.85 -0.79 0.56
H -0.98 -0.70 -1.91
N -0.55 1.12 0.97
N 0.91 -0.69 0.86

As for the spin multiplicity: 1. Its LUMO energy is -0.40 eV.

Q) H4N3OPS | ωB97M-V/def2-TZVPD

Geometry (Å):
P -0.72 0.97 0.07
O -0.55 2.42 -0.19
N -1.70 0.23 -1.09
H 1.16 -0.94 -0.36
S -2.35 -0.87 0.04
H 1.88 0.52 0.03
H -1.63 0.22 2.10
H -1.61 0.15 -2.06
N -1.96 0.37 1.17
N 1.27 -0.23 0.34

As for the spin multiplicity: 1. Its LUMO energy is -0.18 eV.

P) (0.306 eV below the next structure)

P) C2H5ClN2OS | ωB97M-V/def2-TZVPD

Geometry (Å):
N 0.45 -0.54 -0.73
Cl -2.69 -0.26 -0.42
O 1.58 1.82 -0.35
S 0.94 -1.98 0.09
C -1.39 0.12 0.79
H 1.82 0.98 -0.82
H -1.70 1.05 1.24
H -0.15 -0.75 -1.48
H 2.25 -1.88 -0.19
H -1.35 -0.67 1.54
N 0.37 1.64 0.22
C -0.13 0.47 0.11

As for the spin multiplicity: 1. The SMILES is O/N=C(/CCl)NS. Its LUMO energy is 0.51 eV.

Q) C2H5ClN2OS | ωB97M-V/def2-TZVPD

Geometry (Å):
N 0.22 1.68 0.28
C -1.35 -0.05 0.79
H 2.26 -1.64 0.15
H -1.63 0.71 1.60
O 1.42 1.99 -0.35
S 0.92 -1.96 0.01
H 0.01 -0.59 -1.67
C -0.14 0.48 0.03
H -1.10 -1.10 1.18
Cl -2.72 -0.22 -0.44
H 1.54 1.17 -0.81
N 0.57 -0.47 -0.78

As for the spin multiplicity: 1. The SMILES is O/N=C(/CCl)NS. Its LUMO energy is 0.37 eV.

P) (0.386 eV below the next structure)